Here is C8H19N8O4PPtS as an isolated structure from OMol25. Energies are from the ωB97M-V functional and the def2-TZVPD basis.

ORCA input file:
```
! RIJCOSX wB97M-V def2-TZVPD def2/J DEFGRID3
* xyz 2 3
Pt -0.437 0.639 0.302
S 0.100 2.344 -1.146
P 2.764 -0.786 0.190
O 1.858 0.196 0.924
O -1.406 -3.316 -1.146
O -0.363 -1.555 -1.814
O 2.597 -2.255 0.321
N -1.036 -2.161 -0.978
N -2.107 -1.335 2.289
N -1.291 -1.480 0.181
N -2.686 -3.186 1.068
N -1.361 -0.173 2.446
N -2.284 1.931 -0.240
N 2.512 -1.841 -2.307
N 4.202 0.564 2.107
C -1.625 2.708 -1.113
C -2.033 -2.045 1.146
C 4.425 -0.179 0.807
C -4.316 3.014 -0.826
C -2.261 3.669 -1.879
C 2.830 -0.519 -1.648
C -3.603 2.076 -0.102
C -3.632 3.818 -1.728
H 4.868 0.514 0.095
H -4.100 1.430 0.615
H -3.223 -3.551 1.839
H 5.113 -1.005 0.964
H -2.652 -1.679 3.059
H -2.585 -3.736 0.233
H 4.319 -0.045 2.911
H -0.605 -0.328 3.101
H -4.167 4.558 -2.311
H 3.199 0.857 2.077
H 2.958 -1.958 -3.213
H -1.947 0.581 2.774
H -5.385 3.109 -0.683
H 1.501 -1.946 -2.411
H 4.817 1.363 2.226
H 2.121 0.240 -1.967
H -1.692 4.275 -2.571
H 3.834 -0.217 -1.941
H 2.781 -2.590 -1.651
*
```

Results
ΔE to the lowest compared entry with this formula, charge and spin (eV): 0.000
Orbital gap (spin up / spin down) (eV): 7.51 / 7.16
LUMO level (spin up / spin down) (eV): -5.583 / -6.475

Which charges does Löwdin predict for the atoms? In e, they are: 0.88, 0.59, 0.43, -0.49, 0.08, -0.01, -0.32, -0.39, 0.01, 0.03, 0.24, 0.00, -0.10, 0.16, 0.15, -0.74, -0.37, -0.15, -0.04, -0.06, -0.16, -0.12, -0.03, 0.10, 0.11, 0.14, 0.11, 0.17, 0.10, 0.17, 0.11, 0.13, 0.13, 0.17, 0.11, 0.12, 0.12, 0.17, 0.07, 0.12, 0.10, 0.14

Here is one molecule with the formula C8H19NOSi in a non-equilibrium geometry from OMol25. Energies are from the ωB97M-V functional and the def2-TZVPD basis.

ORCA input file:
```
! RIJCOSX wB97M-V def2-TZVPD def2/J DEFGRID3
* xyz 0 1
Si 0.300 -0.619 0.187
O 3.983 0.532 1.061
N 2.050 0.108 -0.028
C 2.778 0.480 1.067
C 2.784 0.006 -1.259
C -1.544 0.442 -1.611
C -2.079 0.973 0.801
C -0.260 2.249 -0.266
C 0.078 -2.276 -0.834
C 0.260 -0.984 2.054
C -0.974 0.798 -0.201
H -2.638 1.801 0.495
H -0.950 -2.445 -0.998
H -2.001 1.303 -1.960
H 0.564 -2.513 -1.804
H 0.430 -3.144 -0.134
H -1.020 2.867 -0.825
H -0.737 0.012 -2.101
H -0.094 2.544 0.769
H -2.632 0.121 0.727
H 0.713 2.157 -0.693
H 3.785 0.242 -0.941
H -0.480 -1.766 2.359
H 2.224 1.011 1.878
H 0.190 -0.084 2.628
H -2.363 -0.279 -1.534
H 2.735 -1.015 -1.628
H 1.211 -1.435 2.374
H 2.295 0.735 -1.876
H -1.617 1.048 1.763
*
```

Results
ΔE to the lowest compared entry with this formula, charge and spin (eV): 0.000
SMILES: CN(C=O)[Si](C)(C)C(C)(C)C
Orbital gap (eV): 9.78
LUMO level (eV): 0.652

Which charges does Löwdin predict for the atoms? In e, they are: 0.72, 0.01, -0.19, -0.41, -0.09, -0.09, -0.10, -0.05, -0.16, -0.18, -0.59, 0.07, -0.01, 0.05, 0.03, 0.07, 0.10, 0.04, 0.07, 0.05, 0.04, 0.07, 0.05, 0.13, 0.01, 0.09, 0.08, 0.04, 0.08, 0.07

Here is an isolated ion of composition C8H19NP and charge +1 in a non-equilibrium geometry from OMol25. Energies are from the ωB97M-V functional and the def2-TZVPD basis.

ORCA input file:
```
! RIJCOSX wB97M-V def2-TZVPD def2/J DEFGRID3
* xyz 1 1
P 0.382 0.044 0.922
N -1.746 -1.836 0.634
C 1.799 -1.828 -0.353
C 2.986 0.344 0.156
C -2.291 0.533 0.029
C 1.643 -0.372 -0.314
C -3.040 0.648 1.105
C 2.770 1.896 0.286
C -2.548 1.236 -1.243
C -1.269 -0.497 -0.025
H 3.314 -0.166 0.945
H -2.545 -2.175 0.228
H 3.743 2.294 0.055
H 1.276 -0.061 -1.229
H 3.718 0.254 -0.660
H 0.311 1.202 0.175
H -2.040 -1.286 1.538
H 1.015 -2.358 -0.849
H -1.642 1.643 -1.774
H 1.791 -2.318 0.676
H -0.958 -2.550 0.574
H -3.378 1.897 -1.014
H 2.880 -2.245 -0.643
H -1.057 -0.546 -1.030
H -2.869 -0.081 1.934
H -2.849 0.611 -2.100
H 2.343 2.253 1.183
H -3.743 1.448 1.223
H 2.004 2.016 -0.431
*
```

Results
ΔE to the lowest compared entry with this formula, charge and spin (eV): 2.213
SMILES: C=C(C)[C@H]([NH3+])P[C@H](C)CC
Orbital gap (eV): 10.12
LUMO level (eV): -3.334

Which charges does Löwdin predict for the atoms? In e, they are: 1.08, 0.19, -0.18, -0.21, -0.45, -0.64, 0.09, -0.09, -0.04, -0.42, 0.06, 0.11, 0.08, 0.08, 0.12, -0.03, 0.15, 0.05, 0.11, 0.09, 0.18, 0.09, 0.14, 0.08, 0.08, 0.10, 0.05, 0.09, 0.03

Here is a 2-piece molecular cluster, C8H20BN3O5P overall in a non-equilibrium geometry from OMol25. Energies are from the ωB97M-V functional and the def2-TZVPD basis.

ORCA input file:
```
! RIJCOSX wB97M-V def2-TZVPD def2/J DEFGRID3
* xyz 1 1
P 2.475 0.916 -3.576
O 0.824 0.505 -3.436
O -1.289 -2.378 -0.045
O 2.950 -0.071 -2.532
O 2.163 2.395 -2.920
O 4.053 1.376 -4.000
N -4.059 0.014 2.826
N -2.576 -1.310 1.922
N -0.090 -1.889 2.118
C -0.419 -2.435 3.481
C -4.583 -1.272 2.876
C -3.634 -2.178 2.273
C 4.806 2.143 -3.071
C -2.821 -0.004 2.224
C 0.446 -0.500 2.268
C 1.184 3.224 -3.554
C 0.329 0.210 -2.143
B -1.310 -1.877 1.273
H 1.576 4.237 -3.633
H -4.412 0.910 3.156
H 0.283 3.241 -2.937
H -1.316 -3.117 3.458
H 4.519 3.194 -3.131
H 5.856 2.058 -3.347
H 4.674 1.772 -2.053
H 0.449 -3.083 3.779
H -0.757 0.327 -2.162
H 0.740 0.891 -1.393
H -0.613 -1.628 4.238
H -2.090 0.811 2.031
H 0.926 2.861 -4.549
H -5.556 -1.561 3.321
H -1.293 -3.354 0.055
H 0.559 -0.824 -1.882
H 1.508 -0.493 2.625
H 0.335 0.081 1.303
H -3.663 -3.273 2.111
H -0.170 0.079 3.028
*
```

Results
Orbital gap (eV): 7.28
LUMO level (eV): -4.297

Which charges does Löwdin predict for the atoms? In e, they are: 0.75, -0.31, 0.16, -0.24, -0.30, -0.28, 0.10, 0.07, -0.10, -0.07, 0.00, 0.04, -0.12, 0.01, -0.07, -0.11, -0.15, -0.52, 0.09, 0.18, 0.08, 0.08, 0.08, 0.10, 0.09, 0.11, 0.09, 0.08, 0.10, 0.17, 0.08, 0.14, 0.14, 0.08, 0.11, 0.10, 0.15, 0.08

Here is C8H20BaBrInN2O5P as an isolated structure in a non-equilibrium geometry from OMol25. Energies are from the ωB97M-V functional and the def2-TZVPD basis.

ORCA input file:
```
! RIJCOSX wB97M-V def2-TZVPD def2/J DEFGRID3
* xyz 1 1
Ba 4.380 3.534 -1.364
In 1.403 0.341 -1.022
Br 3.150 1.453 -2.775
P 0.504 2.335 0.296
O -0.947 2.495 0.276
O -0.061 -0.433 -2.122
O -4.522 1.008 -0.512
O 1.139 2.278 1.763
O 1.158 3.765 -0.319
N -2.881 -1.443 -0.875
N 2.302 -1.098 0.171
C 4.608 -0.213 0.056
C 3.414 -0.883 0.732
C -1.976 -1.892 -1.921
C -0.487 -1.723 -1.664
C 3.682 -1.414 2.121
C -3.644 0.485 0.481
C -2.470 -0.240 -0.160
C -4.448 -0.383 1.416
H 1.805 3.504 -0.969
H -3.215 1.314 1.052
H 5.536 -0.492 0.547
H -4.914 -1.213 0.893
H -0.276 -1.890 -0.604
H 3.496 -0.624 2.846
H -5.246 0.208 1.860
H -4.160 1.841 -0.803
H 4.555 0.882 0.039
H -2.203 -1.400 -2.866
H 0.681 2.888 2.356
H -3.019 -2.196 -0.220
H 2.974 -2.213 2.318
H -2.156 -2.956 -2.072
H -2.007 0.446 -0.863
H -3.823 -0.742 2.230
H 4.656 -0.557 -0.973
H 0.064 -2.490 -2.213
H -1.738 -0.474 0.625
H 4.688 -1.807 2.237
*
```

Results
ΔE to the lowest compared entry with this formula, charge and spin (eV): 0.000
Orbital gap (eV): 4.10
LUMO level (eV): -5.587

Which charges does Löwdin predict for the atoms? In e, they are: 1.60, 0.56, -0.01, 0.42, -0.29, -0.37, -0.02, -0.19, -0.25, -0.04, 0.00, -0.09, -0.54, -0.20, -0.33, -0.04, -0.44, -0.21, -0.05, -0.14, 0.12, 0.08, 0.08, 0.09, 0.09, 0.08, 0.08, -0.01, 0.12, 0.09, 0.10, 0.08, 0.12, 0.10, 0.08, 0.06, 0.11, 0.12, 0.07

Here is C8H20Br4MnN3O7 as an isolated structure in a non-equilibrium geometry from OMol25. Energies are from the ωB97M-V functional and the def2-TZVPD basis.

ORCA input file:
```
! RIJCOSX wB97M-V def2-TZVPD def2/J DEFGRID3
* xyz 1 6
Br 1.611 2.021 3.384
Br 1.446 5.942 0.999
Br 3.287 -2.856 -3.909
Br 0.176 -4.786 -3.569
Mn -2.014 2.087 -1.099
O -0.288 1.476 -0.194
O -2.998 1.357 0.686
O -4.169 1.057 2.542
O -2.253 0.388 -2.428
O -2.603 0.349 -4.547
O 1.104 -1.977 3.688
O 0.169 -2.638 1.821
N -3.120 1.191 1.890
N 1.100 -2.250 2.515
N -2.599 -0.163 -3.448
C 1.274 4.132 1.613
C 1.641 4.050 3.075
C -2.986 -1.617 -3.413
C 0.745 0.618 -0.455
C -1.803 1.204 2.640
C 2.373 -1.959 1.818
C 1.059 -3.655 -2.225
C 1.561 -2.446 -2.982
H 1.795 -4.194 -1.629
H -1.201 0.308 2.487
H 0.248 -3.319 -1.580
H -3.474 -1.844 -4.361
H 2.163 -2.060 0.754
H 0.763 -2.102 -3.641
H -2.093 -2.240 -3.391
H 0.308 3.690 1.370
H 2.713 -0.970 2.126
H 0.935 -0.039 0.394
H 2.992 -2.777 2.186
H 0.892 4.596 3.648
H 0.413 0.027 -1.308
H 1.575 1.189 -0.871
H 2.612 4.484 3.314
H -3.573 -1.807 -2.514
H 1.629 -1.579 -2.325
H 1.920 3.528 0.976
H -2.033 1.479 3.669
H -1.299 2.107 2.295
*
```

Results
ΔE to the lowest compared entry with this formula, charge and spin (eV): 0.120
Orbital gap (spin up / spin down) (eV): 7.13 / 7.15
LUMO level (spin up / spin down) (eV): -5.225 / -5.214

Which charges does Löwdin predict for the atoms? In e, they are: 0.60, 0.67, 0.60, 0.62, 1.21, -0.43, -0.06, 0.15, -0.04, 0.15, 0.08, 0.04, -0.35, -0.46, -0.38, -0.81, -0.56, 0.10, -0.25, 0.05, 0.04, -0.68, -0.71, 0.07, 0.10, 0.05, 0.12, 0.08, 0.03, 0.09, 0.02, 0.09, 0.06, 0.11, 0.07, 0.04, 0.09, 0.06, 0.11, 0.03, 0.04, 0.11, 0.06

Here is C8H20BrN2O10Sr as an isolated structure in a non-equilibrium geometry from OMol25. Energies are from the ωB97M-V functional and the def2-TZVPD basis.

ORCA input file:
```
! RIJCOSX wB97M-V def2-TZVPD def2/J DEFGRID3
* xyz -1 1
Sr -6.117 -11.469 -21.042
Br -6.095 -8.582 -21.543
O -8.126 -11.922 -25.311
O -7.645 -11.741 -23.186
O -4.202 -12.221 -19.634
O -6.333 -11.031 -18.465
O -8.406 -12.187 -20.028
O -7.789 -9.985 -24.439
O -4.260 -10.240 -24.572
O -4.199 -11.484 -22.799
O -8.924 -12.791 -16.920
O -2.442 -11.288 -24.075
N -3.619 -10.984 -23.806
N -7.848 -11.214 -24.331
C -5.077 -10.863 -17.827
C -7.732 -13.390 -16.487
C -3.978 -11.037 -18.848
C -4.068 -13.416 -18.901
C -7.291 -10.164 -17.845
C -9.555 -11.627 -20.672
C -8.690 -13.379 -19.339
C -9.536 -13.352 -18.066
H -9.855 -12.253 -21.515
H -9.109 -14.120 -20.035
H -4.809 -13.504 -18.104
H -7.399 -10.096 -16.764
H -9.815 -14.401 -17.926
H -3.965 -10.180 -19.525
H -9.218 -10.681 -21.100
H -3.013 -11.163 -18.351
H -4.950 -9.883 -17.361
H -7.252 -12.755 -15.741
H -7.087 -9.136 -18.175
H -7.984 -14.293 -15.917
H -4.199 -14.265 -19.574
H -10.429 -12.763 -18.261
H -7.733 -13.874 -19.137
H -6.994 -13.612 -17.260
H -8.192 -10.355 -18.426
H -10.353 -11.430 -19.955
H -3.066 -13.607 -18.507
H -4.998 -11.621 -17.038
*
```

Results
ΔE to the lowest compared entry with this formula, charge and spin (eV): 1.045
Orbital gap (eV): 6.52
LUMO level (eV): 1.698

Which charges does Löwdin predict for the atoms? In e, they are: 1.28, -0.30, -0.04, -0.23, -0.32, -0.30, -0.33, -0.03, -0.02, -0.23, -0.17, -0.06, -0.61, -0.60, -0.21, -0.11, -0.17, -0.09, -0.08, -0.06, -0.21, -0.18, 0.10, 0.14, 0.07, 0.10, 0.13, 0.12, 0.10, 0.14, 0.14, 0.09, 0.09, 0.09, 0.10, 0.12, 0.12, 0.06, 0.09, 0.09, 0.10, 0.12